# 1
16
Properties=species:S:1:pos:R:3:forces:R:3:lowdin_charge:R:1 method="wB97M-V/def2-TZVPD" e_tot_ha=-325.77237 homo_ev=-7.50 charge=0 multiplicity=1 orbital_gap_ev=8.25 lumo_ev=0.7
C -0.49961 -1.97279 -0.44458 0.0 -0.1 0.1 -0.051
C 1.18441 -0.12929 -1.15363 -0.1 0.2 -0.3 -0.051
N -0.25484 -0.70635 -1.13716 -0.2 -0.1 -0.1 -0.166
C 0.07505 0.57207 -0.45720 -0.2 0.1 0.1 -0.348
C 0.00710 0.62780 1.05260 0.1 -0.1 -0.1 -0.139
C 0.40230 1.99904 1.55406 0.0 0.2 -0.2 -0.253
O 0.57665 2.96115 0.84661 -0.1 -0.4 0.3 0.056
H -1.28062 -1.88416 0.31717 0.1 0.0 -0.1 0.084
H -0.80568 -2.71821 -1.18316 0.1 0.1 0.1 0.090
H 0.44621 -2.27812 0.00207 -0.1 0.0 0.0 0.088
H 1.31235 0.29412 -2.15902 0.0 0.0 0.1 0.031
H -0.87223 -0.56732 -1.93169 0.2 0.0 0.1 0.157
H -0.48135 1.39796 -0.91110 0.1 -0.1 0.0 0.139
H 0.68276 -0.11196 1.49866 -0.1 0.1 0.0 0.121
H -1.00278 0.43141 1.44968 0.1 0.0 -0.1 0.124
H 0.51028 2.08467 2.65670 0.0 0.0 -0.1 0.121

# 2
16
Properties=species:S:1:pos:R:3:forces:R:3:lowdin_charge:R:1 method="wB97M-V/def2-TZVPD" e_tot_ha=-325.76518 homo_ev=-7.87 charge=0 multiplicity=1 orbital_gap_ev=8.30 lumo_ev=0.4
C 2.28488 0.56432 0.10474 0.1 0.1 -0.1 -0.022
O 1.11894 0.17300 0.86819 -0.2 0.1 0.1 -0.153
C 0.19308 -0.92908 0.28881 0.0 -0.1 0.0 -0.115
C -1.08947 -0.20665 0.33779 -0.1 -0.2 -0.1 -0.382
C -1.45801 0.73408 -0.80899 0.0 0.1 -0.1 -0.102
C -2.15367 -1.12738 0.62563 -0.7 -0.6 0.2 -0.277
N -2.98741 -1.93087 0.74423 0.7 0.8 0.1 0.111
H 2.34947 1.65039 0.04822 -0.1 -0.1 0.1 0.098
H 2.21007 0.13840 -0.89977 0.0 0.2 0.2 0.090
H 3.15845 0.15213 0.61240 -0.1 0.1 -0.1 0.097
H 0.25749 -1.75645 0.99502 -0.1 0.0 -0.2 0.127
H 0.66336 -1.18065 -0.67023 -0.1 0.1 0.0 0.121
H 0.17737 0.72229 1.03351 0.2 -0.2 0.0 0.189
H -2.43166 1.18446 -0.58693 0.2 -0.1 -0.1 0.079
H -0.75180 1.56994 -0.90393 0.0 -0.2 0.0 0.063
H -1.54111 0.24206 -1.78869 0.0 0.0 0.1 0.077

# 3
17
Properties=species:S:1:pos:R:3:forces:R:3:lowdin_charge:R:1 method="wB97M-V/def2-TZVPD" smiles=N[C@@H]1[C@@H]2OCC[C@@]12O e_tot_ha=-400.96973 homo_ev=-8.82 charge=0 multiplicity=1 orbital_gap_ev=9.63 lumo_ev=0.8
N -2.08288 -0.15858 -1.52376 0.6 -2.3 -2.7 0.020
C -0.98993 0.63332 -1.05064 -0.7 -1.3 0.6 -0.182
C 0.48008 0.35221 -0.80958 2.4 -1.9 -2.0 -0.207
O 1.39872 -0.75760 -0.54663 0.5 1.6 -0.4 -0.086
C 1.81331 -0.33370 0.81153 0.7 -1.9 0.4 -0.139
C 0.56071 0.36438 1.49258 -0.4 1.2 0.4 -0.056
C -0.38634 0.18525 0.28984 -1.0 2.1 3.1 -0.463
O -0.76878 -1.11719 0.53429 -1.5 -2.1 -0.8 -0.006
H -1.91498 -1.20994 -1.35089 -0.1 2.3 -0.2 0.115
H -2.04570 -0.09543 -2.61499 -0.4 0.0 2.5 0.127
H -1.19631 1.64089 -1.29439 0.4 1.1 -0.1 0.126
H 1.04645 1.27599 -0.87792 -0.2 0.2 0.2 0.155
H 2.22625 -1.28471 1.24726 -1.0 0.8 0.0 0.129
H 2.71981 0.30417 0.83023 -0.7 0.2 -0.6 0.113
H 0.77038 1.42188 1.72479 0.1 -0.5 0.1 0.110
H 0.07445 -0.15424 2.34901 1.0 0.5 -0.4 0.118
H -1.70523 -1.06669 0.78927 0.3 -0.1 0.0 0.125

# 4
17
Properties=species:S:1:pos:R:3:forces:R:3:lowdin_charge:R:1 method="wB97M-V/def2-TZVPD" e_tot_ha=-400.73342 homo_ev=-8.26 charge=0 multiplicity=1 orbital_gap_ev=6.92 lumo_ev=-1.3
C 2.23916 -1.19523 0.04987 -2.5 0.6 1.9 -0.100
C 0.16621 -0.15733 -0.63775 -1.2 3.7 -1.2 -0.352
C -0.06390 0.75967 -1.62988 0.5 -1.9 -1.1 -0.044
C -1.15282 1.62262 0.11730 0.0 0.4 1.7 -0.139
C -0.69147 0.25337 0.52555 2.7 -1.2 3.7 -0.357
H 1.66635 -2.79350 0.90321 2.1 2.9 -1.4 0.185
H 1.93209 -0.00349 1.12763 1.8 -3.0 -2.7 0.179
H 3.63785 -1.10918 -1.03067 -3.3 -0.2 2.7 0.192
H 0.00309 0.67224 -2.76392 0.7 0.3 1.8 0.160
H -2.20466 1.85052 0.40908 0.5 -0.4 -1.0 0.146
H -0.55471 2.26526 0.72663 0.3 1.0 0.2 0.113
H 0.09718 0.30894 1.45625 -2.2 0.1 -1.7 0.147
H -1.50145 -1.47463 1.61184 -0.3 2.0 -2.2 0.126
H -2.05119 -0.98841 0.04247 -1.2 -1.6 -1.3 0.043
N -1.76006 -0.67387 0.91813 1.2 -0.4 2.4 0.052
O 0.99403 -1.17092 -0.59941 2.4 -2.7 -1.0 -0.295
O -0.75569 1.83393 -1.22635 -1.5 0.4 -0.8 -0.057

# 5
17
Properties=species:S:1:pos:R:3:forces:R:3:lowdin_charge:R:1 method="wB97M-V/def2-TZVPD" smiles="CC[C@]1(N)C(=O)[C@H]1O" e_tot_ha=-401.07991 homo_ev=-8.68 charge=0 multiplicity=1 orbital_gap_ev=9.28 lumo_ev=0.6
C 2.11099 0.37039 -0.00718 -0.2 0.0 0.1 -0.093
C 0.92817 -0.19356 0.77146 -0.7 -0.8 -0.7 -0.166
C -0.39687 -0.15077 -0.07008 1.8 0.7 0.8 -0.395
N -0.52096 -0.86151 -1.30011 0.1 -0.1 -0.2 0.110
C -1.00960 1.18253 0.04248 -0.9 0.1 -0.6 -0.275
O -1.00999 2.32637 -0.31239 0.1 -0.1 0.1 0.141
C -1.70519 0.05832 0.72082 -0.3 0.2 0.5 -0.211
O -2.87870 -0.48343 0.20807 0.0 0.2 -0.1 0.011
H 3.01953 0.30412 0.58717 0.1 0.0 0.0 0.072
H 1.93565 1.41532 -0.25354 0.0 0.1 -0.1 0.078
H 2.27309 -0.18349 -0.93062 0.0 0.0 -0.1 0.067
H 0.81381 0.33648 1.71803 -0.2 0.1 0.0 0.116
H 1.10044 -1.24621 1.01612 0.1 0.0 0.1 0.111
H -0.24018 -1.83104 -1.19497 0.0 0.1 -0.1 0.098
H 0.00964 -0.43941 -2.05315 0.0 0.0 0.1 0.094
H -1.68487 -0.00438 1.80317 0.1 -0.2 0.0 0.150
H -2.74496 -0.59974 -0.74528 0.0 -0.1 0.1 0.091

# 6
17
Properties=species:S:1:pos:R:3:forces:R:3:lowdin_charge:R:1 method="wB97M-V/def2-TZVPD" e_tot_ha=-400.84792 homo_ev=-9.87 charge=0 multiplicity=1 orbital_gap_ev=9.60 lumo_ev=-0.3
C 1.20887 1.12738 -0.71691 -0.7 -0.6 1.5 -0.087
C 0.15385 0.15421 -0.01965 -0.7 0.7 -1.8 -0.484
C 0.38150 -1.34747 -0.02855 3.3 -0.1 -0.8 -0.268
C -0.52987 0.89458 1.02214 1.4 2.1 -0.3 -0.104
C -2.34357 -0.29708 -0.04122 6.5 -5.3 -3.9 -0.142
H 1.93227 1.30562 0.32244 -1.3 0.0 -3.7 0.157
H 0.52572 2.04021 -1.01899 1.8 -1.5 0.8 0.116
H 1.64203 0.71935 -1.71891 -0.2 0.7 1.9 0.101
H 0.23536 -1.67496 -1.04135 -0.3 -0.3 -0.4 0.109
H -0.07385 -1.99976 0.62857 -2.3 -0.6 1.4 0.091
H 2.34643 -0.50643 -0.44285 -1.1 -4.2 2.6 0.285
H 0.12584 2.02979 1.07246 -2.9 -3.3 1.0 0.183
H -0.87449 0.15830 1.78912 0.3 1.7 0.2 0.134
H -3.11754 -0.04112 0.60114 -1.8 0.6 0.9 0.102
N -1.27792 0.70952 -0.28814 -0.3 -1.6 1.9 0.016
O 1.74147 -1.77198 0.36473 1.4 5.8 -3.3 -0.175
O -2.07610 -1.50017 -0.48402 -3.1 5.8 2.1 -0.035

# 7
17
Properties=species:S:1:pos:R:3:forces:R:3:lowdin_charge:R:1 method="wB97M-V/def2-TZVPD" smiles="O=CCCCNC=O" e_tot_ha=-401.12292 homo_ev=-9.71 charge=0 multiplicity=1 orbital_gap_ev=10.39 lumo_ev=0.7
O 1.95677 -1.09518 1.32914 -0.3 -0.3 -0.1 0.037
C 1.32804 -1.38798 0.33364 1.2 1.2 0.5 -0.299
C -0.12703 -1.60778 0.34919 -2.1 0.2 -0.4 -0.153
C -1.11925 -0.40800 0.54989 1.0 0.7 1.5 -0.173
C -1.14320 0.75984 -0.45712 -0.2 -0.3 -0.3 -0.201
N 0.16417 1.06865 -1.05685 -0.3 -0.6 1.7 0.016
C 1.12147 1.64160 -0.21002 0.0 0.6 -2.7 -0.314
O 1.84463 2.46767 -0.74111 0.3 -0.3 1.5 0.023
H 1.88127 -1.42756 -0.61623 -0.2 -0.3 -0.2 0.124
H -0.46775 -1.99151 -0.61037 0.3 -0.8 0.0 0.111
H -0.33172 -2.28221 1.20143 0.0 0.0 -0.6 0.131
H -2.12070 -0.81081 0.69589 0.0 -0.1 -0.4 0.105
H -0.91114 0.01940 1.55333 0.1 -0.1 -0.4 0.112
H -1.53968 1.64308 0.02924 0.1 0.3 0.6 0.106
H -1.92604 0.64072 -1.20861 0.5 -0.6 -0.5 0.114
H 0.19034 1.52982 -1.95358 -0.2 0.1 0.0 0.130
H 1.19984 1.24028 0.81216 -0.1 0.3 -0.1 0.132

# 8
17
Properties=species:S:1:pos:R:3:forces:R:3:lowdin_charge:R:1 method="wB97M-V/def2-TZVPD" smiles="O=C(O)[C@@H]1CCCN1" e_tot_ha=-401.12376 homo_ev=-10.10 charge=0 multiplicity=1 orbital_gap_ev=10.78 lumo_ev=0.7
O -0.69986 2.68405 1.31055 0.6 -2.8 0.0 0.098
C -0.43231 1.48577 1.34124 -1.4 1.2 2.5 -0.441
O -1.02318 0.59067 2.23193 -2.9 7.4 0.0 0.120
C 0.50629 0.75815 0.47110 -0.3 -2.1 -1.1 -0.204
C -0.11593 0.77003 -0.95992 -1.6 -1.3 1.4 -0.121
C 0.13321 -0.59204 -1.51111 -0.4 -0.9 0.0 -0.211
C -0.09181 -1.44560 -0.30930 0.1 -0.8 3.0 -0.172
N 0.56961 -0.71242 0.89908 -1.8 0.7 -2.5 -0.010
H -0.62423 -0.19242 2.13938 2.8 -5.2 -0.7 -0.015
H 1.48002 1.14733 0.46443 1.3 0.9 0.1 0.139
H -1.25765 0.74042 -0.83514 1.6 1.2 -0.4 0.161
H 0.34289 1.42813 -1.63524 -0.2 1.8 -0.5 0.106
H 1.10857 -0.66895 -1.96315 0.5 -0.3 0.0 0.115
H -0.63431 -0.80726 -2.23708 0.0 -0.2 -0.6 0.113
H -1.16258 -1.68582 -0.06918 0.8 0.7 -0.4 0.131
H 0.42928 -2.37670 -0.15633 -0.1 -0.8 -1.1 0.102
H 1.47198 -1.12333 0.81875 1.2 0.6 0.4 0.089

# 9
17
Properties=species:S:1:pos:R:3:forces:R:3:lowdin_charge:R:1 method="wB97M-V/def2-TZVPD" smiles="C=CCCNC(=O)O" e_tot_ha=-401.11553 homo_ev=-9.65 charge=0 multiplicity=1 orbital_gap_ev=10.32 lumo_ev=0.7
C -0.76246 0.57358 -1.77218 1.0 -2.0 -1.7 -0.016
C -1.44482 0.36994 -0.66147 0.2 2.6 2.5 -0.207
C -1.28272 -0.67577 0.39572 -0.6 -3.1 -0.7 -0.216
C 0.14925 -1.28157 0.60672 0.9 -2.2 0.4 -0.194
N 1.36138 -0.56595 0.13576 -1.4 2.1 2.3 0.051
C 1.53749 0.81229 0.41716 0.7 -1.4 -1.8 -0.594
O 2.13779 1.53729 -0.37288 -0.8 -0.5 1.8 0.057
O 1.02410 1.13639 1.61893 1.0 1.7 0.4 0.097
H -0.78041 1.45397 -2.35031 -0.5 1.3 -0.1 0.039
H -0.11137 -0.15311 -2.37639 -1.0 0.5 1.5 0.095
H -1.89853 1.30886 -0.13156 0.4 -1.5 -1.7 0.134
H -1.62596 -0.32633 1.36942 -0.1 0.2 -0.3 0.089
H -1.94422 -1.63847 0.14602 1.1 2.1 0.6 0.144
H 0.20268 -2.32647 0.10491 0.0 1.8 0.7 0.130
H 0.26389 -1.52129 1.73150 -0.1 0.5 -1.8 0.129
H 1.71261 -0.70023 -0.76662 0.1 -0.7 -1.5 0.098
H 1.46130 1.99687 1.90528 -0.9 -1.3 -0.7 0.163

# 10
17
Properties=species:S:1:pos:R:3:forces:R:3:lowdin_charge:R:1 method="wB97M-V/def2-TZVPD" e_tot_ha=-401.01456 homo_ev=-8.90 charge=0 multiplicity=1 orbital_gap_ev=9.38 lumo_ev=0.5
C 0.85165 -0.32247 0.49273 -0.6 -1.1 -0.8 -0.532
C 0.34171 1.07021 0.48036 -3.0 0.1 -0.9 0.136
C -2.43136 0.83863 -0.68906 0.4 0.7 0.2 -0.064
C 2.11484 -0.54948 -0.32876 0.1 0.0 0.0 -0.014
O -1.21197 0.49926 -0.02447 1.6 0.4 1.0 -0.243
O 1.01746 -0.81175 1.81964 -0.2 0.1 -0.3 0.002
C -0.38621 -1.04532 -0.16538 1.1 -2.1 0.7 -0.322
N -0.85771 -2.10042 -0.40738 0.4 1.4 0.0 0.139
H 0.69150 -1.72652 1.82138 0.1 0.3 0.0 0.110
H 0.16349 1.52999 1.44774 0.1 0.1 -0.2 0.126
H 0.60893 1.71820 -0.34859 0.3 0.0 0.3 0.124
H -2.55588 1.92050 -0.61812 -0.3 -0.1 -0.2 0.086
H -3.24233 0.31206 -0.17772 0.1 0.2 0.0 0.091
H -2.40510 0.51090 -1.73006 0.2 0.1 0.0 0.086
H 2.36651 -1.61235 -0.31601 -0.1 0.1 0.0 0.094
H 2.94911 0.00248 0.11103 -0.1 0.0 0.0 0.089
H 1.98539 -0.23394 -1.36735 0.0 0.0 0.1 0.093

# 11
17
Properties=species:S:1:pos:R:3:forces:R:3:lowdin_charge:R:1 method="wB97M-V/def2-TZVPD" smiles="COC1=COC[C@@H]1N" e_tot_ha=-401.05087 homo_ev=-7.40 charge=0 multiplicity=1 orbital_gap_ev=8.11 lumo_ev=0.7
C -0.61425 -0.24089 -2.17470 -1.9 -0.2 -0.7 -0.075
O -1.07160 0.75513 -1.30722 -0.6 0.9 -0.7 -0.079
C -0.67303 0.61313 -0.04243 0.4 0.8 2.2 -0.257
C -0.96339 1.49401 0.97836 0.3 -1.4 -3.7 -0.107
O -0.34787 1.24906 2.12373 0.8 -2.5 1.0 -0.066
C 0.13658 -0.19304 1.90868 -0.1 2.4 -0.4 -0.058
C 0.38760 -0.41265 0.38836 -2.6 -0.3 2.4 -0.354
N 1.72862 -0.13246 -0.08709 1.8 -3.2 -0.1 0.042
H 0.35622 -0.52141 -1.85671 0.8 -0.4 -0.7 0.034
H -1.29315 -1.11547 -2.09475 0.4 0.2 -0.2 0.106
H -0.69601 0.18384 -3.19141 0.4 -0.4 0.5 0.109
H -1.51631 2.40141 0.82937 -0.2 0.2 0.3 0.127
H -0.64842 -0.86563 2.25277 0.0 0.2 0.1 0.126
H 1.02771 -0.22546 2.47198 0.9 -0.4 0.9 0.105
H 0.04095 -1.49732 0.39160 0.5 1.0 -1.1 0.156
H 2.34456 -0.86644 0.42521 -0.9 1.9 -0.5 0.118
H 1.80178 -0.62581 -1.01573 0.0 1.2 0.8 0.073

# 12
18
Properties=species:S:1:pos:R:3:forces:R:3:lowdin_charge:R:1 method="wB97M-V/def2-TZVPD" e_tot_ha=-476.24430 homo_ev=-7.78 charge=0 multiplicity=1 orbital_gap_ev=8.08 lumo_ev=0.3
C 0.14365 -0.11050 0.50920 0.6 0.6 -1.4 -0.399
C -1.33813 -0.14980 -0.31813 -0.5 -0.6 1.6 0.048
C 1.21938 -1.15329 0.44036 -0.2 -0.1 0.2 -0.008
C 0.32068 0.46509 -1.41531 1.0 -0.4 0.4 -0.439
N 0.43492 1.80121 -1.40914 -0.2 0.0 0.2 0.185
C -1.27787 -0.80342 1.08089 -1.3 0.2 -1.1 -0.478
O 0.43836 1.10734 1.11635 -0.1 -0.1 0.0 -0.002
O 0.61624 -0.32006 -2.25802 -0.4 0.2 0.5 0.121
O -1.39392 -2.03607 1.26659 0.5 0.2 0.0 -0.081
H -0.00910 1.13577 1.97343 0.0 0.0 -0.1 0.117
H 0.40886 2.26761 -0.51334 0.0 -0.1 0.0 0.103
H 0.98186 2.20868 -2.15358 -0.1 -0.1 0.0 0.131
H -1.81961 0.81700 -0.37363 0.2 0.0 -0.1 0.122
H -1.48574 -0.87911 -1.10132 0.2 0.1 -0.1 0.134
H -1.64233 -0.07172 1.83786 0.4 0.0 0.0 0.146
H 2.18135 -0.72869 0.15397 0.0 0.0 0.0 0.097
H 0.93113 -1.93120 -0.26217 0.0 0.0 0.0 0.101
H 1.29026 -1.61884 1.42600 0.0 0.0 0.0 0.101

# 13
18
Properties=species:S:1:pos:R:3:forces:R:3:lowdin_charge:R:1 method="wB97M-V/def2-TZVPD" smiles="CC(C)=C=O.NC(=O)O" e_tot_ha=-476.31879 homo_ev=-7.50 charge=0 multiplicity=1 orbital_gap_ev=7.96 lumo_ev=0.5
C 1.29360 -0.38810 1.44733 0.0 0.5 0.3 -0.066
C 0.83996 0.03444 0.07541 0.0 1.0 -0.8 -0.374
C 1.45953 -0.70352 -1.08851 -0.3 0.0 0.1 -0.072
C 0.39985 1.31931 -0.08563 3.3 -0.4 2.0 -0.220
O 0.43335 2.47477 0.15666 -0.7 -1.0 -0.5 0.155
H 0.63453 0.02135 2.21053 -0.1 -0.1 0.1 0.073
H 1.27259 -1.47703 1.52395 -0.1 0.0 -0.1 0.083
H 2.30740 -0.05795 1.69047 0.1 0.0 -0.1 0.079
H 1.23075 -1.76880 -1.04895 -0.1 -0.1 -0.1 0.071
H 1.15690 -0.29773 -2.05272 0.0 -0.1 -0.1 0.075
H 2.54795 -0.61449 -1.00848 0.0 0.0 -0.1 0.078
N -1.54671 1.11702 -0.70689 -0.7 -0.9 -1.0 0.124
C -1.70382 -0.04690 0.16022 -3.4 1.9 0.1 -0.560
O -1.82380 0.01677 1.36462 0.9 -0.1 -1.1 0.097
O -2.26097 -1.06085 -0.58369 1.2 0.5 0.0 0.095
H -1.69787 2.07664 -0.42155 -0.3 -0.6 0.9 0.118
H -1.85157 1.02139 -1.66798 -0.1 -0.5 0.2 0.119
H -2.69165 -1.66631 0.03521 0.3 0.0 0.1 0.125

# 14
18
Properties=species:S:1:pos:R:3:forces:R:3:lowdin_charge:R:1 method="wB97M-V/def2-TZVPD" smiles="CC(=O)C[C@@H](O)C(N)=O" e_tot_ha=-476.37597 homo_ev=-9.50 charge=0 multiplicity=1 orbital_gap_ev=10.10 lumo_ev=0.6
C 0.86816 -0.00395 -1.81969 -0.6 -1.5 1.1 0.017
C 0.03902 -1.06168 -0.83049 -0.1 1.2 -3.4 -0.448
O 0.17170 -2.25282 -0.94870 0.1 0.4 0.2 0.058
C -1.21743 -0.37518 -0.31017 0.4 -0.1 1.0 -0.070
C -0.79683 0.81101 0.57030 0.1 0.1 -0.2 -0.303
O -1.57346 0.75464 1.75896 0.0 0.0 0.0 -0.007
C 0.68706 0.65212 0.94587 -0.3 -0.5 1.5 -0.490
N 0.95780 -0.68334 1.26396 0.6 1.0 0.1 0.172
O 1.48849 1.55304 1.03615 -0.2 -0.3 -0.5 0.090
H 1.10953 1.00225 -1.48341 -0.1 -0.1 0.5 0.062
H 1.77603 -0.48108 -2.16471 0.1 -0.2 -0.1 0.069
H 0.18716 0.12711 -2.65765 -0.1 -0.2 -0.2 0.073
H -1.83692 -0.04308 -1.14148 0.1 -0.1 -0.1 0.129
H -1.78538 -1.08085 0.30150 0.0 0.1 -0.1 0.129
H -0.91897 1.76657 0.05055 0.0 0.0 0.1 0.154
H -1.35885 1.51562 2.31035 0.0 0.0 0.0 0.107
H 1.92542 -0.93950 1.38083 0.0 0.1 0.3 0.129
H 0.27745 -1.26086 1.73782 -0.1 0.2 -0.3 0.129